Computed, not measured: an isolated ion of composition C5H9N2S and charge +1 in a non-equilibrium geometry, with the ωB97M-V functional and the def2-TZVPD basis.

Geometry as XYZ:
```
17
C5H9N2S the ωB97M-V functional and the def2-TZVPD basis
C -1.328 0.896 -1.332
C -0.032 0.705 -0.870
C -1.143 -0.756 0.430
C 1.158 1.552 -1.168
C 1.021 -0.428 1.121
N 0.032 -0.248 0.075
N -1.129 -1.847 1.203
S -2.487 -0.175 -0.478
H -1.818 1.315 -2.185
H 0.816 2.479 -1.606
H 1.780 1.768 -0.326
H 1.751 0.999 -1.817
H 1.992 0.052 0.899
H 0.554 -0.129 2.038
H 1.182 -1.494 1.282
H -0.324 -2.367 1.630
H -2.025 -2.320 1.104
```

## Properties
HOMO energy, eV: -12.974
Total charge: +1
LUMO level, eV: -3.71
Kohn-Sham gap, eV: 9.26
ΔE to the lowest compared entry with this formula, charge and spin, kJ/mol: 44.6



Computed, not measured: a 5-piece molecular cluster, C54H61F10N2O5S overall in a non-equilibrium geometry, with the ωB97M-V functional and the def2-TZVPD basis.

Geometry as XYZ:
```
133
C54H61F10N2O5S the ωB97M-V functional and the def2-TZVPD basis
C -12.143 -5.012 -2.147
O -10.732 -4.902 -1.803
C -9.955 -5.746 -2.658
C -9.878 -5.210 -4.161
C -8.656 -5.947 -4.850
C -8.483 -5.598 -6.381
C -6.958 -5.366 -6.805
C -6.839 -3.987 -7.583
C -7.179 -2.836 -6.556
C -6.060 -1.718 -6.373
C -5.275 -1.795 -5.022
C -3.808 -2.105 -4.941
C -3.100 -2.345 -6.325
O -2.138 -1.663 -6.571
O -3.519 -3.255 -7.266
C -3.769 -4.568 -6.720
C -2.483 -5.343 -6.269
C -1.629 -5.942 -7.446
N -2.453 -6.715 -8.429
C -3.069 -2.131 -3.644
C -1.538 -2.418 -3.676
O -1.054 -3.310 -2.652
C -1.169 -4.638 -2.976
F -0.798 -5.341 -1.850
F -0.253 -4.987 -3.939
F -2.439 -5.044 -3.270
C -3.852 -1.838 -2.452
C -3.193 -1.786 -1.054
C -3.000 -0.284 -0.486
C -2.638 -0.488 1.038
C -3.787 -0.619 1.955
C -3.521 -0.856 3.369
C -2.160 -0.958 3.894
C -1.044 -0.821 2.960
C -1.259 -0.584 1.522
N -5.223 -1.549 -2.519
S -6.169 -1.144 -1.098
C -5.929 -1.521 -3.731
C -7.453 -1.143 -3.703
O -7.573 0.295 -3.481
C -8.853 0.644 -3.110
F -9.017 0.789 -1.760
F -9.106 1.875 -3.668
F -9.828 -0.200 -3.569
H -12.782 -5.199 -1.246
H -12.406 -4.046 -2.667
H -12.285 -5.871 -2.853
H -8.912 -5.750 -2.240
H -10.322 -6.809 -2.668
H -9.710 -4.097 -4.061
H -10.855 -5.392 -4.680
H -7.749 -5.688 -4.240
H -8.847 -7.050 -4.709
H -8.885 -6.432 -7.026
H -9.125 -4.697 -6.591
H -6.516 -6.240 -7.345
H -6.411 -5.219 -5.824
H -7.653 -4.012 -8.368
H -5.880 -3.854 -8.142
H -8.084 -2.299 -6.971
H -7.480 -3.194 -5.537
H -5.406 -1.677 -7.278
H -6.606 -0.727 -6.345
H -4.462 -4.531 -5.824
H -4.292 -5.195 -7.482
H -1.822 -4.630 -5.709
H -2.785 -6.128 -5.514
H -0.924 -6.693 -6.971
H -0.977 -5.161 -7.909
H -2.463 -7.671 -8.050
H -1.849 -6.787 -9.260
H -1.182 -2.799 -4.676
H -1.008 -1.434 -3.532
H -2.190 -2.266 -0.976
H -3.841 -2.299 -0.283
H -3.904 0.351 -0.632
H -2.084 0.107 -1.011
H -4.816 -0.570 1.536
H -4.410 -0.985 4.037
H -2.043 -1.146 4.984
H -0.002 -0.931 3.359
H -0.385 -0.518 0.839
H -6.098 -2.328 -0.375
H -8.033 -1.750 -2.959
H -7.943 -1.333 -4.699
F 2.345 -0.988 4.670
C 2.855 0.260 4.694
C 3.469 0.762 3.561
C 3.990 2.051 3.584
C 3.898 2.815 4.742
C 3.282 2.296 5.874
C 2.751 1.012 5.850
H 3.538 0.148 2.671
H 4.467 2.458 2.701
H 4.308 3.817 4.759
H 3.215 2.890 6.777
H 2.260 0.593 6.720
F 5.607 4.960 3.808
C 6.804 5.510 4.100
C 7.604 4.918 5.061
C 8.838 5.481 5.359
C 9.253 6.633 4.700
C 8.437 7.220 3.740
C 7.206 6.652 3.433
H 7.260 4.026 5.570
H 9.477 5.023 6.105
H 10.208 7.071 4.935
H 8.759 8.119 3.229
H 6.561 7.090 2.681
F 11.980 6.353 5.281
C 13.179 6.898 5.576
C 13.973 6.304 6.538
C 15.209 6.861 6.840
C 15.630 8.011 6.181
C 14.820 8.601 5.218
C 13.588 8.038 4.909
H 13.625 5.414 7.046
H 15.842 6.400 7.587
H 16.593 8.447 6.420
H 15.147 9.499 4.708
H 12.946 8.479 4.155
F 13.921 5.969 9.621
C 12.941 6.772 10.073
C 11.807 6.960 9.302
C 10.794 7.785 9.772
C 10.931 8.420 11.001
C 12.077 8.227 11.763
C 13.087 7.393 11.299
H 11.721 6.464 8.343
H 9.898 7.934 9.180
H 10.141 9.068 11.365
H 12.184 8.725 12.719
H 13.983 7.224 11.884
```

## Properties
HOMO energy, eV: -10.052
Total charge: +1
LUMO level, eV: -4.70
Kohn-Sham gap, eV: 5.36



Computed, not measured: C24H18N4O3Ru as an isolated structure in a non-equilibrium geometry, with the ωB97M-V functional and the def2-TZVPD basis.

Geometry as XYZ:
```
50
C24H18N4O3Ru the ωB97M-V functional and the def2-TZVPD basis
Ru 0.079 0.634 -0.965
C -2.244 1.975 -4.797
C -1.076 2.266 -4.095
C -0.515 1.315 -3.268
C -1.162 0.050 -3.109
C -2.353 -0.215 -3.805
C -2.866 0.737 -4.659
N -0.642 -0.736 -2.112
C -0.847 -2.025 -1.813
C -1.102 -2.996 -2.805
C -1.242 -4.321 -2.480
C -1.128 -4.746 -1.148
C -0.889 -3.831 -0.149
C -0.748 -2.467 -0.429
N -0.570 -1.671 0.661
N -0.345 -0.453 0.561
C -0.023 0.446 1.572
C -0.172 0.341 2.937
C 0.288 1.410 3.701
C 0.867 2.503 3.075
C 0.967 2.529 1.685
N 0.510 1.530 0.951
H -2.667 2.717 -5.458
H -0.599 3.227 -4.226
H 0.505 1.497 -2.831
H -2.870 -1.150 -3.640
H -3.764 0.517 -5.219
H -1.126 -2.690 -3.842
H -1.427 -5.044 -3.262
H -1.228 -5.797 -0.917
H -0.796 -4.138 0.883
H -0.640 -0.531 3.370
H 0.202 1.380 4.777
H 1.241 3.335 3.652
H 1.428 3.363 1.171
O 2.562 -0.954 1.525
C 2.510 -2.264 1.174
C 2.558 -3.270 2.149
C 2.402 -4.598 1.806
C 2.213 -4.961 0.479
C 2.225 -3.983 -0.508
C 2.391 -2.653 -0.162
C 2.514 -1.607 -1.345
O 3.032 -2.047 -2.340
O 2.009 -0.464 -1.062
H 2.972 -0.860 2.393
H 2.703 -2.974 3.182
H 2.421 -5.353 2.580
H 2.113 -5.997 0.187
H 2.188 -4.264 -1.552
```

## Properties
HOMO energy (spin up / spin down), eV: -13.656 / -13.656
Total charge: +2
LUMO level (spin up / spin down), eV: -9.88 / -9.87
Kohn-Sham gap (spin up / spin down), eV: 3.78 / 3.78
ΔE to the lowest compared entry with this formula, charge and spin, kJ/mol: 223.8



Computed, not measured: a 8-piece molecular cluster, C26H51BFO31S7 overall in a non-equilibrium geometry, with the ωB97M-V functional and the def2-TZVPD basis.

Geometry as XYZ:
```
117
C26H51BFO31S7 the ωB97M-V functional and the def2-TZVPD basis
C 7.217 -0.776 -0.505
C 6.132 -0.268 -0.299
C 4.807 0.392 0.063
B 4.519 1.548 -1.099
C 3.598 2.781 -0.556
O 2.437 2.370 0.214
C 1.288 3.165 -0.056
C 0.482 2.380 -1.153
O -0.476 3.182 -1.863
C -0.387 3.023 -3.261
C -1.071 1.704 -3.823
O -1.613 0.850 -2.814
C -0.719 -0.279 -2.602
C -0.909 -0.888 -1.179
C 3.959 0.779 -2.431
C 3.466 1.707 -3.598
F 2.903 -0.175 -2.178
H 8.292 -0.848 -0.659
H 4.000 -0.376 0.113
H 4.855 0.855 1.079
H 5.608 2.024 -1.358
H 3.302 3.473 -1.381
H 4.234 3.400 0.143
H 0.639 3.226 0.854
H 1.535 4.209 -0.347
H 1.157 1.865 -1.869
H -0.111 1.619 -0.592
H -0.948 3.887 -3.698
H 0.674 3.052 -3.609
H -1.893 1.981 -4.528
H -0.294 1.118 -4.372
H -0.878 -1.049 -3.397
H 0.346 0.041 -2.665
H -0.239 -0.429 -0.421
H -0.704 -1.983 -1.150
H -1.964 -0.668 -0.879
H 4.818 0.181 -2.833
H 3.678 2.784 -3.455
H 4.007 1.390 -4.526
H 2.396 1.472 -3.787
C -0.667 -5.779 1.632
C -1.708 -4.972 2.380
O -2.215 -4.049 1.415
S -2.184 -4.732 -0.046
O -3.475 -5.252 -0.328
O -1.499 -3.860 -0.927
O -1.212 -5.966 0.322
H 0.270 -5.226 1.536
H -0.473 -6.741 2.104
H -1.290 -4.443 3.234
H -2.537 -5.603 2.712
C -4.944 -1.413 -5.592
C -3.826 -1.251 -4.585
O -2.793 -2.142 -5.039
S -2.834 -2.221 -6.643
O -1.860 -1.330 -7.168
O -2.898 -3.589 -7.025
O -4.287 -1.556 -6.857
H -5.521 -2.322 -5.403
H -5.614 -0.557 -5.605
H -4.135 -1.504 -3.578
H -3.428 -0.238 -4.596
C -1.634 7.250 0.897
C -0.302 7.925 0.640
O 0.318 7.136 -0.373
S -0.820 6.517 -1.346
O -0.928 7.350 -2.497
O -0.623 5.099 -1.430
O -2.092 6.817 -0.388
H -1.516 6.370 1.530
H -2.356 7.926 1.349
H 0.322 7.967 1.531
H -0.441 8.936 0.246
C -6.457 2.198 -1.013
C -7.746 1.774 -1.687
O -7.340 1.261 -2.958
S -5.885 0.579 -2.812
O -6.064 -0.822 -2.651
O -5.031 1.137 -3.794
O -5.501 1.203 -1.382
H -6.109 3.162 -1.391
H -6.554 2.249 0.070
H -8.443 2.600 -1.811
H -8.235 0.966 -1.136
C 0.566 6.106 5.549
C -0.559 5.411 6.289
O -1.755 5.883 5.659
S -1.458 6.160 4.100
O -1.882 5.030 3.356
O -1.873 7.484 3.793
O 0.149 6.133 4.182
H 0.687 7.137 5.890
H 1.513 5.579 5.648
H -0.566 5.644 7.351
H -0.512 4.327 6.155
C 4.600 -3.262 1.607
C 5.079 -3.468 3.026
O 3.898 -3.343 3.831
S 2.633 -3.886 2.998
O 2.379 -5.236 3.393
O 1.621 -2.894 3.015
O 3.319 -3.913 1.551
H 4.456 -2.202 1.386
H 5.279 -3.693 0.875
H 5.828 -2.737 3.322
H 5.479 -4.476 3.169
C 1.381 -8.725 4.261
C 2.712 -8.038 4.475
O 3.297 -8.719 5.594
S 2.836 -10.260 5.577
O 3.863 -11.033 4.971
O 2.291 -10.580 6.848
O 1.630 -10.111 4.517
H 0.634 -8.375 4.978
H 1.003 -8.586 3.250
H 2.604 -6.979 4.682
H 3.370 -8.174 3.614
```

## Properties
HOMO energy, eV: -5.151
Total charge: -1
LUMO level, eV: 1.48
Kohn-Sham gap, eV: 6.63



Computed, not measured: a 2-piece molecular cluster, C2H3NOS overall in a non-equilibrium geometry, with the ωB97M-V functional and the def2-TZVPD basis.

Geometry as XYZ:
```
8
C2H3NOS the ωB97M-V functional and the def2-TZVPD basis
C 0.546 1.592 -0.190
C 0.867 0.546 0.474
O 1.124 -0.459 0.924
H 0.105 2.430 0.238
H 0.600 1.616 -1.212
N -1.209 -2.172 -0.540
S -0.418 -2.299 0.808
H -1.614 -1.252 -0.502
```

## Properties
HOMO energy (spin up / spin down), eV: -8.179 / -8.179
Total charge: 0
LUMO level (spin up / spin down), eV: -0.71 / -0.71
Kohn-Sham gap (spin up / spin down), eV: 7.47 / 7.47
ΔE to the lowest compared entry with this formula, charge and spin, kJ/mol: 331.8



Computed, not measured: C42H39BrN3O8V as an isolated structure, with the ωB97M-V functional and the def2-TZVPD basis.

Geometry as XYZ:
```
94
C42H39BrN3O8V the ωB97M-V functional and the def2-TZVPD basis
V 1.399 -0.111 -0.331
C -1.792 -3.515 1.239
O -0.600 -3.381 2.046
C 0.137 -2.429 1.445
N -0.296 -1.889 0.381
C -1.593 -2.515 0.075
C -1.608 -3.174 -1.289
C -0.433 -3.437 -1.983
C -0.480 -4.008 -3.248
C -1.701 -4.341 -3.817
C -2.877 -4.092 -3.122
C -2.829 -3.503 -1.868
C 1.407 -2.043 2.076
C 1.856 -2.570 3.252
C 3.085 -2.081 3.784
C 3.753 -1.097 3.111
C 3.231 -0.599 1.907
N 2.053 -1.090 1.373
C 3.779 0.438 1.120
N 3.161 0.851 0.045
C 4.049 1.775 -0.660
C 5.071 2.116 0.441
O 4.947 1.044 1.412
C 4.649 1.131 -1.890
C 5.049 -0.201 -1.880
C 5.545 -0.791 -3.032
C 5.646 -0.056 -4.205
C 5.255 1.275 -4.220
C 4.759 1.864 -3.065
H -2.646 -3.273 1.870
H -1.858 -4.547 0.901
H -2.362 -1.742 0.097
H 0.522 -3.133 -1.576
H 0.445 -4.154 -3.793
H -1.737 -4.774 -4.809
H -3.835 -4.333 -3.567
H -3.752 -3.268 -1.345
H 1.278 -3.330 3.755
H 3.471 -2.481 4.711
H 4.680 -0.683 3.486
H 3.486 2.655 -0.968
H 4.828 3.049 0.951
H 6.100 2.130 0.090
H 4.915 -0.802 -0.988
H 5.808 -1.842 -3.029
H 5.987 -0.531 -5.116
H 5.283 1.842 -5.142
H 4.388 2.882 -3.096
O 2.588 -0.542 -6.381
C 2.336 -0.415 -5.211
C 2.334 -1.511 -4.150
O 2.561 -2.696 -4.342
C 2.018 -0.821 -2.927
C 1.772 0.544 -3.094
O 1.447 1.275 -2.111
C 1.984 0.904 -4.512
O 1.930 1.992 -5.041
O 1.942 -1.326 -1.715
C -6.191 0.363 1.097
C -5.512 1.736 1.214
C -6.079 2.670 0.137
C -5.855 2.323 2.582
C -4.006 1.572 1.017
C -3.515 1.067 -0.183
C -2.162 0.890 -0.379
Br -1.634 0.158 -2.042
C -1.199 1.205 0.606
O 0.085 1.022 0.419
C -1.690 1.714 1.831
C -3.068 1.882 1.988
C -0.817 2.104 3.042
C 0.693 1.880 2.898
C -1.266 1.281 4.262
C -1.021 3.599 3.335
H -7.267 0.450 1.270
H -5.777 -0.333 1.829
H -6.044 -0.068 0.105
H -7.164 2.758 0.242
H -5.867 2.300 -0.867
H -5.642 3.667 0.223
H -6.937 2.446 2.665
H -5.395 3.303 2.725
H -5.529 1.671 3.395
H -4.187 0.798 -0.988
H -3.413 2.274 2.935
H 0.940 0.830 2.752
H 1.169 2.217 3.824
H 1.115 2.439 2.065
H -1.177 0.212 4.054
H -2.299 1.484 4.547
H -0.629 1.513 5.121
H -0.662 4.200 2.498
H -0.459 3.886 4.228
H -2.070 3.848 3.503
```

## Properties
HOMO energy (spin up / spin down), eV: -3.811 / -4.632
Total charge: -1
<S²>: 3.7690
LUMO level (spin up / spin down), eV: 2.20 / 2.00
Kohn-Sham gap (spin up / spin down), eV: 6.01 / 6.63
ΔE to the lowest compared entry with this formula, charge and spin, kJ/mol: 0.0
Multiplicity: 4



> Which value of total charge does entry 3 give?

+2



> The highest total charge belongs to which entry?

C24H18N4O3Ru